Record 1
The following is a DFT calculation (wB97M-V/def2-TZVPD) of a molecular structure, C23H49InN2OP3S at a distorted geometry.

F_max ... 8.0 eV/A
Charge ... +3
LUMO energy (alpha / beta) ... -11.4 / -12.3 eV
Gap between HOMO and LUMO (alpha / beta) ... 3.9 / 3.1 eV

Geometry as XYZ:
```
80
Properties=species:S:1:pos:R:3:forces:R:3:mulliken_charge:R:1
In -0.005 0.546 0.272 1.423 -2.747 0.909 2.97
P -0.689 2.268 1.583 -2.251 5.679 5.099 0.25
P -2.147 -0.120 -0.325 -5.944 -1.654 -2.200 0.93
P 2.197 1.326 0.009 5.644 2.435 -0.571 0.71
H 0.000 -2.265 -9.156 0.102 -0.097 -0.059 0.28
C 1.023 -2.506 -8.876 0.005 -0.090 0.274 -0.59
C 1.360 -3.711 -8.423 -0.081 0.232 0.110 -0.51
H 0.627 -4.506 -8.313 0.078 0.088 -0.105 0.29
C -1.165 3.792 0.657 0.280 -0.583 -0.559 -1.04
C -2.180 2.144 2.678 0.037 -0.557 -0.259 -1.22
C 0.445 2.995 2.856 0.285 -0.407 -0.223 -1.17
C -2.331 -1.613 -1.383 0.774 -0.006 -0.092 -1.63
C -3.453 -0.546 0.920 0.557 0.056 0.715 -1.38
C -3.063 1.102 -1.359 0.707 0.363 0.126 -1.46
C 3.352 0.498 -1.169 -0.616 -0.240 -0.049 -1.61
C 3.409 1.533 1.399 -0.416 -0.081 0.447 -1.51
C 2.217 3.044 -0.638 -0.605 -0.109 0.024 -1.28
H 1.756 -1.711 -8.986 -0.027 -0.141 -0.064 0.27
H 2.382 -3.952 -8.144 -0.107 0.038 -0.113 0.27
H -1.457 4.607 1.329 0.099 -0.332 0.007 0.49
H -1.999 3.545 -0.005 0.021 0.180 0.050 0.25
H -0.332 4.115 0.030 -0.124 0.124 0.047 0.28
H -2.237 3.014 3.341 0.121 -0.127 -0.259 0.59
H -2.117 1.240 3.290 -0.026 0.093 0.033 0.16
H -3.094 2.098 2.082 0.043 0.014 0.062 0.37
H -0.079 3.747 3.457 0.010 -0.150 -0.288 0.62
H 1.307 3.460 2.379 0.007 0.097 0.035 0.33
H 0.808 2.205 3.518 -0.151 0.141 -0.063 0.18
H -3.382 -1.925 -1.394 0.176 0.239 0.098 0.59
H -1.704 -2.420 -0.997 -0.164 -0.073 -0.040 0.37
H -2.002 -1.391 -2.400 -0.066 -0.037 0.047 0.38
H -4.411 -0.105 0.627 0.295 0.049 -0.128 0.50
H -3.191 -0.193 1.918 -0.154 -0.106 -0.055 0.24
H -3.570 -1.633 0.956 0.146 0.199 -0.001 0.49
H -3.897 0.631 -1.892 0.197 -0.078 0.257 0.54
H -2.361 1.526 -2.080 -0.193 0.011 -0.107 0.32
H -3.447 1.917 -0.740 -0.021 -0.078 -0.049 0.40
H 4.321 1.009 -1.154 -0.263 0.128 0.176 0.57
H 2.931 0.541 -2.175 0.215 -0.091 0.049 0.40
H 3.500 -0.543 -0.871 0.057 0.084 -0.138 0.47
H 4.182 2.252 1.105 -0.238 -0.100 -0.235 0.58
H 3.893 0.578 1.622 -0.084 0.138 -0.048 0.50
H 2.920 1.901 2.304 0.235 -0.019 -0.252 0.31
H 3.214 3.311 -1.009 -0.182 -0.154 0.174 0.59
H 1.924 3.728 0.163 0.124 0.048 -0.130 0.35
H 1.486 3.130 -1.444 0.146 0.152 -0.056 0.26
C 0.632 -0.830 -2.972 -0.023 -0.280 1.135 0.73
C 0.480 0.452 -3.527 -0.168 0.687 -0.529 0.03
C 0.262 0.620 -4.894 0.089 0.612 0.997 -0.87
C 0.189 -0.482 -5.747 0.047 -0.373 0.216 -0.37
C 0.341 -1.763 -5.205 0.018 -0.431 0.435 -0.55
C 0.559 -1.938 -3.843 0.056 -0.592 -0.662 -0.64
S 0.888 -1.158 -1.260 0.231 -2.433 -2.755 -0.06
H -0.242 1.618 -0.948 -0.367 1.579 -2.248 -0.64
H 0.550 1.309 -2.863 -0.014 0.061 -0.277 0.34
H 0.150 1.625 -5.295 0.046 -0.189 0.075 0.46
H 0.018 -0.349 -6.811 0.058 -0.054 0.133 0.49
H 0.288 -2.636 -5.852 0.052 0.177 0.053 0.39
H 0.673 -2.938 -3.432 0.004 0.121 -0.107 0.49
C -1.535 -3.075 2.622 -0.441 -0.590 -0.422 -0.91
N -0.769 -2.223 3.517 1.431 1.823 -0.669 0.21
C -0.825 -2.564 4.943 -0.159 -0.454 1.039 -0.68
C 0.176 -1.790 5.806 0.314 -0.556 0.289 -0.60
C 0.212 -0.363 5.343 -0.484 0.358 0.991 -0.76
N 0.613 -0.363 3.951 -0.404 0.822 -0.674 0.85
C 1.987 -0.061 3.654 1.124 -0.958 0.644 -0.95
C -0.061 -1.131 3.052 -1.928 -1.968 2.962 -0.06
O -0.172 -0.810 1.855 0.598 -0.710 -1.585 -1.37
H -2.606 -3.056 2.909 0.536 -0.095 -0.117 0.31
H -1.159 -4.118 2.704 -0.304 0.651 0.018 0.41
H -1.445 -2.778 1.557 0.091 -0.018 0.841 0.10
H -1.858 -2.348 5.295 0.519 -0.238 -0.216 0.36
H -0.621 -3.644 5.105 -0.328 0.542 -0.442 0.37
H 1.198 -2.203 5.666 -0.574 0.052 0.241 0.29
H -0.091 -1.867 6.882 0.131 -0.099 -0.744 0.38
H 0.914 0.236 5.966 -0.366 -0.301 -0.706 0.41
H -0.794 0.107 5.440 0.601 -0.206 -0.078 0.29
H 2.323 0.889 4.112 -0.317 -0.312 -0.657 0.60
H 2.618 -0.842 4.129 -0.083 0.344 -0.138 0.33
H 2.163 -0.192 2.582 -0.058 0.498 0.362 -0.12
```
Forces are in eV/Å.



Record 2
The following is a DFT calculation (wB97M-V/def2-TZVPD) of 3 unconnected molecules or ions with the total composition C23H49N2O11P2 at a distorted geometry.

F_max ... 1.1 eV/A
Charge ... +1
LUMO energy ... -2.7 eV
Gap between HOMO and LUMO ... 8.1 eV

Geometry as XYZ:
```
87
Properties=species:S:1:pos:R:3:forces:R:3:mulliken_charge:R:1
C 9.349 -4.362 0.879 -0.026 0.031 0.082 -0.73
O 9.118 -2.998 1.161 0.165 0.105 -0.086 -0.36
C 7.971 -2.500 0.513 -0.265 -0.029 0.245 -0.47
C 7.536 -1.190 1.139 -0.334 0.328 -0.375 -0.73
C 6.128 -0.794 0.662 0.287 -0.287 -0.378 -0.38
C 6.127 -0.160 -0.737 -0.298 0.107 0.284 -0.84
C 4.844 0.634 -1.013 0.097 -0.741 0.160 -0.56
C 3.634 -0.291 -1.214 0.179 0.469 -0.605 -0.77
C 2.486 0.377 -2.005 0.100 -0.128 0.439 -0.54
C 1.326 0.868 -1.118 -0.025 0.617 -0.411 -0.93
C -0.069 0.590 -1.708 0.124 -0.153 0.040 -1.00
C -1.046 0.144 -0.639 0.185 -0.023 0.051 -0.60
N -2.359 -0.240 -1.194 0.303 -0.010 0.453 0.19
C -2.778 0.006 -2.413 -0.186 0.218 -0.919 -0.36
N -4.003 -0.479 -2.546 -0.418 -0.211 0.102 0.01
C -4.386 -1.058 -1.362 -0.386 -0.132 -0.053 -0.50
C -3.353 -0.917 -0.508 0.058 -0.051 0.297 0.12
C -3.201 -1.353 0.912 0.686 0.114 0.673 -0.50
O -3.966 -2.500 1.227 -0.670 0.132 -0.818 -0.25
C -3.718 -3.587 0.413 0.595 -0.412 0.132 0.68
C -4.949 -4.342 0.010 -0.165 0.197 0.013 -1.04
O -2.602 -3.877 0.084 -0.299 0.379 -0.112 -0.55
H 8.778 -5.002 1.560 -0.105 -0.007 -0.053 0.27
H 9.071 -4.603 -0.150 0.098 -0.059 -0.050 0.32
H 10.406 -4.571 1.031 0.041 0.046 -0.041 0.27
H 8.154 -2.352 -0.559 0.097 -0.126 -0.045 0.30
H 7.150 -3.226 0.605 -0.005 -0.038 0.022 0.37
H 7.566 -1.251 2.226 0.081 -0.161 0.033 0.25
H 8.210 -0.394 0.815 0.214 -0.032 0.281 0.29
H 5.660 -0.112 1.373 0.031 0.051 0.054 0.45
H 5.520 -1.701 0.610 -0.203 0.067 0.259 0.20
H 6.213 -0.948 -1.490 0.170 0.057 -0.082 0.32
H 6.991 0.499 -0.840 0.031 0.019 -0.003 0.42
H 4.980 1.213 -1.926 -0.043 0.252 0.097 0.39
H 4.672 1.285 -0.153 -0.049 0.372 -0.215 0.24
H 3.262 -0.668 -0.261 0.052 -0.163 0.027 0.29
H 3.988 -1.137 -1.809 -0.039 -0.156 0.151 0.38
H 2.141 -0.333 -2.759 -0.228 -0.004 0.051 0.53
H 2.870 1.244 -2.543 0.053 -0.070 -0.123 0.21
H 1.416 0.497 -0.095 -0.061 -0.261 -0.037 0.58
H 1.423 1.953 -1.056 0.023 0.000 0.260 0.22
H 0.008 -0.210 -2.450 -0.026 0.012 -0.046 0.53
H -0.427 1.490 -2.213 -0.074 -0.032 -0.051 0.47
H -1.212 0.916 0.113 -0.026 0.031 -0.014 0.29
H -0.649 -0.738 -0.137 -0.016 -0.016 -0.008 0.48
H -2.264 0.500 -3.218 0.265 0.070 0.178 0.53
H -4.573 -0.446 -3.375 0.108 0.092 -0.103 0.25
H -5.351 -1.512 -1.225 -0.007 -0.018 -0.007 0.48
H -3.535 -0.563 1.585 -0.119 -0.058 0.020 0.42
H -2.147 -1.523 1.138 0.011 -0.082 -0.086 0.45
H -5.134 -5.163 0.701 0.040 -0.047 -0.003 0.34
H -5.832 -3.705 -0.008 0.021 0.013 0.163 0.26
H -4.788 -4.740 -0.989 0.097 -0.180 0.078 0.35
C 2.428 6.327 -0.802 0.044 0.065 0.052 -0.71
O 1.555 6.129 -1.930 -0.080 0.017 -0.032 -0.30
P 2.091 5.251 -3.128 0.062 0.089 -0.008 0.84
O 2.626 3.932 -2.790 0.000 -0.184 -0.012 -0.43
O 3.160 6.141 -3.883 0.048 -0.091 0.070 -0.30
C 2.897 7.531 -4.132 0.002 0.083 -0.051 -0.69
O 0.801 5.258 -4.048 -0.108 0.005 0.103 -0.31
C 0.717 4.247 -5.061 -0.015 0.002 -0.088 -0.48
H 1.989 5.839 0.065 -0.010 -0.024 -0.013 0.26
H 3.420 5.915 -0.983 -0.010 -0.026 -0.015 0.34
H 2.506 7.396 -0.619 -0.029 0.003 -0.019 0.27
H 3.372 8.131 -3.357 -0.011 -0.015 0.018 0.25
H 1.828 7.741 -4.153 -0.011 -0.034 -0.006 0.34
H 3.332 7.779 -5.096 0.025 -0.040 -0.002 0.27
H 0.448 3.291 -4.612 0.049 -0.005 0.015 0.05
H 1.662 4.139 -5.593 0.009 -0.002 0.002 0.34
H -0.055 4.559 -5.758 -0.010 0.041 0.028 0.26
C -6.671 -1.414 2.508 -0.102 0.076 -0.068 -0.74
O -7.759 -1.860 3.320 -0.009 -0.107 -0.010 -0.35
P -7.669 -1.522 4.872 -0.098 0.050 0.050 0.99
O -7.367 -0.136 5.209 0.125 0.011 0.074 -0.68
O -6.581 -2.525 5.453 0.060 0.089 -0.055 -0.27
C -6.594 -3.902 5.059 -0.015 -0.081 0.037 -0.50
O -9.067 -2.086 5.332 -0.019 -0.041 -0.087 -0.27
C -9.588 -1.619 6.592 -0.068 0.012 0.080 -0.65
H -7.041 -0.649 1.825 0.009 0.030 0.035 0.33
H -5.863 -0.994 3.109 -0.001 0.003 0.002 0.39
H -6.293 -2.259 1.941 -0.024 -0.067 0.030 0.20
H -5.879 -4.053 4.249 -0.015 0.016 -0.012 0.09
H -7.584 -4.220 4.736 -0.016 0.019 0.017 0.34
H -6.290 -4.494 5.918 0.017 0.031 0.020 0.28
H -9.985 -0.613 6.476 0.042 0.016 -0.015 0.28
H -8.816 -1.621 7.360 0.014 -0.004 -0.009 0.33
H -10.384 -2.301 6.874 0.005 -0.031 -0.052 0.24
```
Forces are in eV/Å.



no.,electronic energy (eV)
1,-73519.0846
2,-68724.5853